Entry 1:
{"formula": "C33H39AsBiBrN7O2SSi2", "method": "the ωB97M-V functional and the def2-TZVPD basis", "largest_force_ev_per_a": 1.10, "orbital_gap_ev": 7.09, "total_charge": 1, "e_homo_ev": -10.013, "symbols": ["Bi", "C", "N", "C", "C", "N", "C", "S", "C", "C", "C", "C", "C", "N", "H", "H", "H", "H", "H", "H", "H", "H", "H", "Br", "C", "C", "C", "C", "C", "N", "C", "O", "O", "H", "H", "H", "N", "C", "C", "C", "C", "C", "C", "N", "C", "C", "C", "C", "N", "C", "C", "H", "H", "H", "H", "H", "H", "H", "H", "H", "C", "Si", "C", "C", "As", "Si", "C", "C", "C", "H", "H", "H", "H", "H", "H", "H", "H", "H", "H", "H", "H", "H", "H", "H", "H", "H", "H"], "positions_angstrom": [[1.255, -0.173, -0.082], [0.223, 2.558, 3.929], [1.455, 2.879, 3.219], [2.068, 4.117, 3.191], [3.140, 4.009, 2.393], [3.187, 2.696, 1.946], [2.130, 2.020, 2.449], [1.746, 0.334, 2.371], [4.173, 2.249, 1.017], [5.474, 2.706, 1.161], [6.399, 2.344, 0.199], [5.994, 1.554, -0.865], [4.681, 1.119, -0.889], [3.785, 1.447, 0.044], [-0.076, 3.424, 4.512], [0.377, 1.710, 4.589], [-0.558, 2.314, 3.211], [1.670, 4.970, 3.712], [3.825, 4.757, 2.039], [5.754, 3.320, 2.007], [7.429, 2.667, 0.284], [6.680, 1.269, -1.651], [4.318, 0.476, -1.685], [0.304, -0.404, -4.265], [0.804, 1.384, -3.807], [1.140, 2.277, -4.805], [1.547, 3.541, -4.397], [1.601, 3.837, -3.045], [1.210, 2.871, -2.129], [0.807, 1.657, -2.520], [1.270, 3.175, -0.627], [1.900, 4.188, -0.316], [0.684, 2.362, 0.164], [1.089, 1.994, -5.846], [1.824, 4.280, -5.137], [1.939, 4.794, -2.678], [-6.126, 0.607, -0.390], [-7.374, 0.736, 0.176], [-8.645, 0.911, -0.367], [-9.687, 1.012, 0.529], [-9.477, 0.946, 1.920], [-8.220, 0.771, 2.451], [-7.149, 0.659, 1.559], [-5.805, 0.481, 1.809], [-5.232, 0.453, 0.638], [-3.791, 0.303, 0.459], [-3.154, 0.463, -0.770], [-1.786, 0.312, -0.848], [-1.040, 0.002, 0.218], [-1.642, -0.140, 1.409], [-2.998, 0.003, 1.566], [-5.929, 0.585, -1.374], [-8.812, 0.963, -1.436], [-10.694, 1.148, 0.157], [-10.330, 1.037, 2.581], [-8.049, 0.720, 3.520], [-3.700, 0.718, -1.668], [-1.259, 0.456, -1.783], [-0.998, -0.381, 2.245], [-3.467, -0.125, 2.532], [-1.952, -3.333, -0.350], [-0.212, -4.041, -0.411], [0.249, -4.308, -2.215], [-0.180, -5.659, 0.531], [1.218, -2.650, 0.890], [3.296, -3.153, -0.110], [3.611, -4.998, -0.135], [4.598, -2.341, 0.979], [3.526, -2.491, -1.875], [-2.688, -4.103, -0.602], [-2.065, -2.513, -1.066], [-2.188, -2.956, 0.648], [0.062, -5.347, -2.502], [1.301, -4.094, -2.415], [-0.350, -3.665, -2.866], [-0.945, -6.352, 0.170], [-0.353, -5.470, 1.593], [0.797, -6.143, 0.436], [3.407, -5.430, 0.849], [4.655, -5.200, -0.390], [2.975, -5.508, -0.866], [4.665, -2.868, 1.935], [4.358, -1.297, 1.205], [5.585, -2.365, 0.504], [3.229, -3.236, -2.617], [4.579, -2.255, -2.056], [2.940, -1.590, -2.083]], "forces_ev_per_a": [[0.02, 1.00, -0.45], [-0.07, -0.03, -0.05], [0.02, -0.01, 0.02], [-0.21, -0.04, 0.10], [0.09, -0.10, -0.19], [-0.05, 0.12, 0.04], [0.00, 0.23, -0.09], [0.24, -0.17, 0.22], [0.15, -0.12, -0.05], [0.00, 0.08, 0.13], [0.08, 0.00, -0.04], [-0.01, -0.04, -0.02], [-0.05, -0.08, 0.06], [-0.17, -0.02, -0.08], [0.03, 0.03, -0.01], [0.05, 0.00, 0.04], [0.03, 0.05, -0.05], [-0.01, -0.08, -0.02], [-0.02, -0.07, 0.00], [-0.01, -0.04, -0.03], [-0.05, 0.03, -0.01], [-0.03, 0.00, 0.04], [0.05, 0.02, 0.03], [0.00, 0.05, 0.05], [-0.04, -0.07, 0.15], [0.04, 0.07, -0.08], [-0.05, -0.11, -0.05], [0.04, 0.09, -0.03], [-0.03, -0.06, 0.02], [-0.01, -0.08, 0.08], [-0.04, 0.06, 0.22], [-0.06, -0.12, 0.07], [0.14, -0.07, -0.39], [0.02, 0.01, 0.02], [0.01, 0.01, 0.02], [-0.03, -0.02, 0.02], [0.09, -0.01, -0.14], [-0.02, -0.01, 0.19], [0.02, -0.01, -0.08], [0.00, 0.00, 0.00], [-0.02, 0.00, 0.03], [0.03, -0.01, 0.03], [-0.06, 0.03, -0.10], [0.09, -0.03, 0.10], [-0.23, 0.07, 0.06], [0.14, 0.01, -0.14], [-0.10, -0.01, 0.04], [0.10, 0.03, -0.05], [-0.24, 0.04, 0.02], [0.16, -0.10, -0.06], [-0.16, -0.02, 0.10], [0.03, -0.01, -0.04], [0.00, 0.01, 0.04], [0.03, 0.00, 0.01], [0.03, -0.01, -0.01], [-0.03, 0.00, -0.05], [0.04, 0.00, 0.01], [0.01, -0.01, 0.02], [0.01, -0.03, 0.00], [0.05, 0.02, -0.02], [0.06, 0.08, 0.05], [-0.25, 0.02, -0.03], [0.13, 0.05, 0.01], [0.21, 0.07, 0.02], [-0.13, -0.78, 0.18], [0.49, 0.04, -0.08], [-0.28, -0.02, 0.07], [-0.07, 0.04, 0.06], [-0.11, 0.00, 0.08], [0.07, 0.04, -0.01], [-0.02, -0.03, 0.05], [-0.05, -0.02, -0.03], [-0.03, 0.06, 0.02], [-0.09, -0.06, -0.01], [0.05, -0.01, 0.04], [0.03, 0.05, -0.03], [-0.03, -0.06, -0.02], [-0.09, -0.01, 0.02], [0.06, -0.01, -0.07], [-0.04, 0.03, 0.00], [0.07, 0.02, 0.05], [-0.01, 0.06, -0.06], [0.02, -0.01, -0.02], [-0.08, -0.04, 0.01], [0.01, 0.06, 0.04], [-0.05, -0.03, 0.05], [0.05, 0.00, -0.08]]}

---

Entry 2:
{"formula": "C22H21AlI2N2O", "method": "the ωB97M-V functional and the def2-TZVPD basis", "largest_force_ev_per_a": 6.05, "orbital_gap_ev": 3.70, "total_charge": -2, "e_homo_ev": 0.207, "symbols": ["C", "I", "H", "H", "H", "C", "C", "N", "H", "I", "N", "H", "Al", "C", "O", "C", "C", "H", "H", "H", "C", "H", "H", "H", "C", "C", "C", "C", "C", "C", "C", "C", "C", "C", "C", "C", "C", "C", "C", "H", "H", "H", "H", "H", "H", "H", "H", "H", "H"], "positions_angstrom": [[1.716, 1.915, -0.875], [4.080, 1.321, 0.285], [1.799, 2.911, -1.331], [1.973, 1.136, -1.589], [2.352, 1.843, 0.099], [-0.140, -1.854, -3.517], [-0.451, -0.429, -1.803], [-0.149, -1.711, -2.143], [-0.628, -0.356, -5.064], [-3.306, 0.256, -0.127], [-0.730, 0.196, -2.979], [0.113, -2.783, -4.000], [-0.794, 0.059, 0.030], [0.301, 1.736, -0.363], [-0.518, 2.595, -0.068], [-0.498, -0.659, -4.039], [-1.159, 1.568, -3.146], [-1.629, 1.655, -4.135], [-0.309, 2.267, -3.120], [-1.893, 1.849, -2.377], [0.149, -2.765, -1.195], [0.493, -3.646, -1.751], [-0.740, -3.041, -0.604], [0.943, -2.455, -0.499], [-0.125, -0.420, 1.710], [-0.107, -0.354, 2.955], [-0.164, -0.204, 4.328], [-1.468, -0.059, 4.970], [-1.638, 0.476, 6.278], [-2.897, 0.497, 6.883], [-4.025, 0.053, 6.182], [-3.889, -0.387, 4.860], [-2.635, -0.425, 4.254], [1.093, -0.175, 5.054], [1.171, -0.610, 6.400], [2.366, -0.523, 7.112], [3.524, -0.039, 6.487], [3.476, 0.327, 5.135], [2.287, 0.237, 4.418], [-0.780, 0.879, 6.819], [-2.990, 0.868, 7.906], [-5.004, 0.073, 6.658], [-4.764, -0.698, 4.295], [-2.514, -0.751, 3.221], [0.280, -1.037, 6.868], [2.382, -0.831, 8.159], [4.454, 0.045, 7.051], [4.372, 0.685, 4.636], [2.250, 0.504, 3.362]], "forces_ev_per_a": [[-4.21, 1.53, 0.14], [5.63, -1.46, 1.70], [0.40, 0.09, 0.10], [0.21, -0.10, 0.32], [-2.57, 0.60, -1.76], [0.00, -0.08, 0.02], [-1.26, -2.18, -1.35], [0.44, 0.72, -0.90], [0.02, 0.03, 0.06], [-0.64, -0.08, -0.06], [0.71, -0.47, 0.34], [0.02, 0.06, 0.02], [1.64, 2.25, 1.45], [0.48, -2.21, -0.71], [-0.30, 2.37, 0.08], [-0.11, -0.16, 0.19], [-0.18, 0.74, -0.15], [0.03, -0.11, 0.25], [-0.22, -0.32, 0.23], [0.38, -0.18, -0.19], [0.22, -0.44, 0.46], [-0.10, 0.24, 0.12], [0.27, 0.21, -0.25], [-0.31, -0.02, -0.22], [-0.50, -0.99, 1.44], [-0.32, 0.07, -2.10], [-0.24, 0.10, 0.93], [0.74, -0.14, -0.36], [-0.50, -0.11, 0.16], [0.33, -0.06, -0.54], [-0.16, 0.00, 0.18], [0.62, 0.20, 0.03], [-0.49, 0.00, 0.34], [-0.13, -0.06, 0.14], [0.40, 0.07, 0.10], [-0.10, 0.10, -0.43], [-0.05, 0.00, 0.19], [-0.34, -0.26, 0.10], [0.19, 0.04, 0.34], [-0.28, -0.21, -0.20], [-0.04, -0.02, -0.23], [0.11, -0.02, -0.07], [0.04, 0.03, 0.04], [-0.12, 0.04, 0.27], [0.37, 0.21, -0.12], [0.10, 0.01, -0.19], [-0.17, -0.01, -0.13], [-0.09, -0.05, 0.01], [0.08, 0.01, 0.24]]}

---

Entry 3:
{"formula": "C26H48N6O4PS2", "method": "the ωB97M-V functional and the def2-TZVPD basis", "largest_force_ev_per_a": 6.67, "orbital_gap_ev": [6.93, 7.54], "total_charge": 1, "multiplicity": 3, "e_homo_ev": [-10.970, -11.582], "symbols": ["O", "P", "O", "C", "N", "C", "N", "C", "C", "C", "N", "C", "C", "N", "S", "C", "S", "H", "H", "H", "H", "H", "H", "H", "H", "H", "H", "H", "H", "C", "C", "C", "C", "C", "C", "N", "O", "C", "C", "C", "H", "H", "H", "H", "H", "H", "H", "H", "H", "H", "H", "H", "H", "H", "H", "H", "H", "H", "C", "C", "C", "C", "C", "C", "N", "O", "C", "C", "C", "H", "H", "H", "H", "H", "H", "H", "H", "H", "H", "H", "H", "H", "H", "H", "H", "H", "H"], "positions_angstrom": [[-4.730, 5.183, 2.597], [-4.320, 4.106, 1.253], [-5.777, 3.931, 0.279], [-3.696, 2.411, 1.875], [-2.298, 1.928, 1.442], [-2.387, 1.331, 0.054], [-1.291, 0.853, -0.676], [0.053, 0.943, 0.077], [0.792, 2.392, 0.418], [2.190, 2.312, 1.269], [2.890, 1.088, 1.788], [2.219, -0.209, 1.437], [0.821, -0.433, 0.613], [-3.856, 1.368, -0.333], [-4.153, -0.320, -0.821], [-4.584, 1.325, 1.027], [-3.900, -0.320, 1.708], [-5.671, 4.978, 2.914], [-6.488, 3.419, 0.787], [-3.664, 2.372, 3.044], [-1.718, 2.786, 1.575], [-1.392, 0.452, -1.635], [0.305, 3.418, 0.053], [2.691, 3.362, 1.539], [2.748, -1.202, 1.836], [0.372, -1.502, 0.407], [-4.551, -0.378, -2.167], [-5.753, 1.380, 1.030], [-3.222, -0.054, 2.924], [2.028, 4.164, -4.889], [1.056, 3.132, -5.517], [0.447, 3.698, -6.826], [-0.632, 4.746, -6.592], [-1.712, 4.204, -5.664], [-1.149, 3.667, -4.322], [0.017, 2.732, -4.508], [-0.502, 1.488, -4.913], [-0.738, 4.863, -3.422], [-2.328, 3.009, -3.528], [2.014, 1.956, -5.915], [2.541, 3.742, -4.017], [2.803, 4.457, -5.610], [1.559, 5.094, -4.580], [0.009, 2.881, -7.416], [1.235, 4.134, -7.454], [-0.191, 5.662, -6.184], [-1.083, 5.024, -7.552], [-2.450, 4.995, -5.476], [-2.253, 3.404, -6.190], [-0.118, 4.536, -2.581], [-1.619, 5.360, -2.992], [-0.212, 5.652, -3.960], [-2.818, 2.206, -4.085], [-3.114, 3.746, -3.309], [-1.983, 2.606, -2.569], [2.453, 1.482, -5.029], [2.843, 2.320, -6.535], [1.510, 1.182, -6.504], [1.240, -4.674, 6.115], [1.052, -4.563, 4.579], [0.402, -5.858, 4.025], [1.365, -7.034, 3.938], [2.608, -6.650, 3.145], [3.315, -5.383, 3.694], [2.366, -4.237, 3.927], [2.081, -3.667, 2.673], [4.058, -5.739, 5.010], [4.479, -5.011, 2.714], [-0.005, -3.413, 4.445], [1.608, -3.731, 6.536], [0.285, -4.899, 6.607], [1.918, -5.463, 6.429], [-0.001, -5.671, 3.020], [-0.457, -6.147, 4.644], [1.635, -7.379, 4.942], [0.866, -7.877, 3.448], [3.303, -7.499, 3.139], [2.316, -6.491, 2.097], [4.360, -4.838, 5.555], [4.975, -6.310, 4.808], [3.479, -6.376, 5.679], [4.133, -4.843, 1.690], [5.215, -5.826, 2.652], [5.011, -4.116, 3.053], [0.404, -2.455, 4.786], [-0.893, -3.624, 5.055], [-0.364, -3.287, 3.418]], "forces_ev_per_a": [[-1.69, -3.27, -1.43], [0.09, 3.43, -1.23], [0.77, -1.50, 3.54], [-1.81, -2.07, 0.33], [-1.06, 1.61, -3.17], [-0.12, 1.66, 1.23], [-1.44, 1.93, 3.82], [4.45, -0.11, 2.18], [0.96, -3.94, 0.87], [-1.76, -1.81, -0.64], [-5.59, -0.28, -3.62], [-1.61, 1.69, -0.85], [0.95, 4.36, 0.34], [2.31, -1.86, 0.72], [-0.53, -0.94, -2.92], [2.16, 0.26, 2.42], [-0.66, -0.86, 2.53], [1.79, 0.53, -0.33], [1.05, 1.08, -1.12], [-0.54, -0.29, -2.20], [0.44, -1.32, -0.69], [0.01, 0.38, 1.14], [1.33, -2.50, 0.89], [-1.13, -2.73, -0.66], [-1.27, 2.48, -0.94], [1.10, 2.44, 0.52], [0.25, 1.13, 1.00], [2.60, -0.10, -0.45], [-0.97, 0.45, -1.34], [-0.09, 0.25, 0.09], [2.12, 0.46, -0.44], [-0.36, -0.09, 0.07], [0.05, 0.05, 0.03], [0.13, -0.23, -0.20], [-1.03, 1.13, 1.23], [-2.42, -3.40, -2.91], [1.46, 2.98, 1.63], [0.11, 0.25, -0.02], [0.28, -0.41, -0.52], [-0.76, -0.30, 0.24], [-0.16, -0.01, -0.12], [-0.24, -0.27, 0.05], [-0.09, -0.03, 0.03], [0.08, -0.05, 0.24], [0.06, -0.21, 0.31], [-0.04, -0.06, 0.01], [0.06, 0.00, 0.14], [0.12, -0.19, 0.27], [0.16, -0.02, 0.21], [0.03, -0.02, -0.17], [0.07, -0.32, -0.21], [0.09, -0.17, 0.04], [0.29, 0.01, 0.01], [0.45, 0.02, -0.14], [0.08, 0.10, -0.12], [-0.16, 0.10, -0.11], [-0.30, 0.25, 0.23], [-0.05, 0.17, 0.26], [0.14, -0.18, 0.13], [-1.32, 0.35, 1.63], [0.22, -0.06, -0.26], [0.02, -0.03, 0.06], [-0.34, 0.19, -0.07], [1.96, -0.85, 0.30], [-1.86, 0.30, -4.88], [0.98, -0.94, 3.42], [-0.06, -0.10, 0.28], [-0.62, 0.33, -0.16], [0.54, 0.03, -0.60], [0.00, -0.13, -0.17], [0.10, 0.13, -0.31], [0.07, 0.03, -0.10], [0.15, 0.18, 0.09], [0.17, 0.32, 0.04], [0.01, 0.04, -0.06], [0.07, 0.09, 0.09], [0.12, 0.34, 0.07], [0.09, 0.18, 0.17], [-0.13, -0.10, -0.09], [-0.29, 0.22, -0.22], [-0.06, 0.15, -0.01], [-0.12, 0.12, 0.25], [-0.39, 0.10, 0.30], [-0.15, -0.09, -0.01], [0.03, -0.19, -0.09], [0.38, -0.23, 0.02], [0.26, -0.05, 0.11]]}

---

Entry 4:
{"formula": "C19H15ClN2O7", "method": "the ωB97M-V functional and the def2-TZVPD basis", "largest_force_ev_per_a": 4.57, "orbital_gap_ev": 8.91, "e_homo_ev": -10.006, "smiles": "O=C(CN1C(=O)[C@@H]2[C@H](C1=O)[C@@H]1C=C[C@H]2C1)OCC(=O)c1ccc(Cl)c([N+](=O)[O-])c1", "symbols": ["O", "C", "C", "N", "C", "O", "C", "C", "C", "O", "C", "C", "C", "C", "C", "O", "C", "C", "O", "C", "C", "C", "C", "Cl", "C", "N", "O", "O", "C", "H", "H", "H", "H", "H", "H", "H", "H", "H", "H", "H", "H", "H", "H", "H"], "positions_angstrom": [[2.160, 2.634, -2.528], [1.912, 2.140, -1.395], [0.657, 2.477, -0.659], [0.270, 1.471, 0.349], [0.548, 1.701, 1.682], [1.313, 2.601, 2.057], [-0.272, 0.893, 2.624], [-1.046, -0.008, 1.592], [-0.703, 0.520, 0.235], [-1.141, 0.104, -0.852], [-2.460, 0.216, 1.973], [-2.980, 1.699, 1.718], [-2.279, 2.553, 2.523], [-1.443, 1.549, 3.360], [-2.287, 0.378, 3.484], [2.676, 1.183, -0.823], [3.548, 0.498, -1.702], [2.767, -0.607, -2.655], [3.224, -0.872, -3.754], [1.767, -1.459, -2.108], [1.772, -1.807, -0.811], [0.798, -2.698, -0.302], [-0.247, -3.067, -1.123], [-1.223, -4.449, -0.527], [-0.282, -2.787, -2.552], [-1.338, -3.305, -3.396], [-1.051, -3.608, -4.622], [-2.425, -3.480, -2.876], [0.731, -1.927, -2.935], [0.849, 3.420, -0.173], [-0.185, 2.577, -1.473], [0.244, 0.461, 3.436], [-0.733, -1.080, 1.774], [-3.131, -0.458, 1.503], [-3.780, 1.962, 1.082], [-2.419, 3.624, 2.697], [-1.181, 1.979, 4.287], [-1.973, -0.555, 3.877], [-3.170, 0.536, 4.029], [4.180, -0.031, -1.023], [4.087, 1.243, -2.324], [2.684, -1.349, -0.327], [0.888, -3.150, 0.670], [0.675, -1.722, -4.011]], "forces_ev_per_a": [[-0.66, -1.59, 3.92], [1.04, 0.53, -4.30], [-1.55, -0.85, -1.09], [0.00, 1.23, 0.33], [2.12, 3.50, 2.04], [-1.01, -1.56, -0.97], [-0.92, 0.11, -2.32], [1.83, -1.02, 1.02], [-0.54, -2.14, -3.24], [0.62, 1.12, 2.25], [-2.55, 2.26, 0.02], [2.22, 0.54, 1.00], [-1.01, -2.83, -0.69], [1.19, 2.99, 0.24], [-2.23, -2.09, -0.79], [-1.21, 0.58, -0.01], [-0.97, -0.19, -1.72], [3.66, 1.30, -1.09], [-0.38, 0.98, 0.89], [-3.13, -0.32, -0.74], [1.11, 0.07, 1.77], [0.47, 0.89, -0.61], [-0.43, -2.46, -1.21], [0.46, 1.08, 0.02], [1.43, 1.13, 3.59], [-0.13, -1.19, -3.17], [-0.64, 1.23, 3.95], [0.95, 0.38, -0.80], [-1.06, -0.84, -2.44], [-0.31, 0.35, 0.38], [1.61, -0.23, 1.73], [1.24, -1.00, 0.18], [-0.52, 0.98, -0.81], [-0.66, -0.97, 0.11], [-0.59, 0.09, -0.89], [0.27, -0.53, -0.17], [0.78, 0.50, 1.09], [1.51, -0.72, 0.70], [-1.54, 0.67, 0.42], [0.79, -0.44, 0.07], [-0.24, -0.90, 0.15], [-1.50, -1.14, 0.60], [-0.10, 0.10, 0.20], [0.55, 0.38, 0.40]]}